1.
# C3H7ClO

A cluster of 2 separate species, C3H7ClO in total (ωB97M-V/def2-TZVPD, the Open Molecules 2025 dataset).

```
12
C3H7ClO (ωB97M-V/def2-TZVPD)
C -0.456 1.326 0.088
C -0.702 -1.228 -0.384
C -0.220 -0.165 0.427
O 2.043 -0.545 0.462
Cl 2.885 0.532 -0.372
H -0.266 1.584 -0.884
H -1.416 1.591 0.368
H 0.221 2.017 0.767
H -0.213 -2.136 -0.090
H -0.302 -1.074 -1.408
H -1.725 -1.388 -0.296
H 0.152 -0.514 1.323
```

Gap between HOMO and LUMO (alpha / beta), Ha: 0.281 / 0.276
E_HOMO (alpha / beta), eV: -8.4 / -8.4
Charge: 0



2.
# C3H7ClO2

An isolated molecule of C3H7ClO2 (ωB97M-V/def2-TZVPD, the Open Molecules 2025 dataset).

```
13
C3H7ClO2 (ωB97M-V/def2-TZVPD)
O -1.112 1.671 -0.289
C 0.121 1.311 0.303
C 0.677 0.136 -0.375
Cl 2.489 0.078 -0.123
C 0.112 -1.189 0.100
O -1.276 -1.158 -0.157
H -1.596 0.868 -0.350
H 0.716 2.195 0.098
H 0.024 1.263 1.477
H 0.539 0.219 -1.501
H 0.608 -2.035 -0.366
H 0.232 -1.278 1.183
H -1.533 -2.081 0.000
```

Gap between HOMO and LUMO, Ha: 0.403
E_HOMO, eV: -10.4
Charge: 0



3.
# C3H7ClO2

An isolated molecule of C3H7ClO2 (ωB97M-V/def2-TZVPD, the Open Molecules 2025 dataset).

```
13
C3H7ClO2 (ωB97M-V/def2-TZVPD)
C 1.580 0.156 -0.300
C 0.259 0.901 0.002
C -1.051 -0.334 0.215
O -1.056 -1.020 -0.906
O -0.954 -0.864 1.429
Cl -2.673 0.672 0.015
H 1.413 -0.686 0.365
H 2.456 0.803 0.040
H 1.661 -0.106 -1.369
H -0.028 1.572 -0.766
H 0.203 1.319 0.985
H -0.243 -0.827 -1.375
H -1.568 -1.586 1.665
```

Gap between HOMO and LUMO, Ha: 0.393
E_HOMO, eV: -10.1
Charge: 0



4.
# C3H7ErFO2

A structure of composition C3H7ErFO2 (ωB97M-V/def2-TZVPD, the Open Molecules 2025 dataset).

```
14
C3H7ErFO2 (ωB97M-V/def2-TZVPD)
Er -1.115 1.546 0.225
F -0.073 3.016 -0.762
O -1.193 -0.316 1.165
C -0.645 -1.577 1.306
C 0.718 -1.760 0.648
O 0.753 -1.487 -0.736
C 1.488 -0.357 -1.138
H -1.323 -2.345 0.880
H -0.512 -1.842 2.377
H 1.024 -2.812 0.756
H 1.464 -1.130 1.173
H 1.752 -0.315 -2.211
H 1.009 0.641 -0.919
H 2.450 -0.328 -0.604
```

Gap between HOMO and LUMO (alpha / beta), Ha: 0.260 / 0.265
E_HOMO (alpha / beta), eV: -13.6 / -13.6
Charge: +1
⟨S²⟩: 3.75
Spin multiplicity: 4